214
Properties=species:S:1:pos:R:3:forces:R:3 method="wB97M-V/def2-TZVPD" homo_ev=-12.99 lumo_ev=-5.001 fmax_ev_per_a=3.1 molar_mass_g_mol=1054.76 e_above_lowest_kj_mol=606.6 gap_ev=8.0 charge=+3 multiplicity=1
O 0.7276 -1.5534 2.8650 -0.07 0.46 -0.29
H 0.4376 -0.7934 2.3238 0.12 -0.44 0.41
C 2.7242 -5.7872 -1.4541 -0.34 0.63 0.32
C 1.8700 -4.6107 -1.8809 -2.76 0.65 -0.55
C 1.0078 -3.8043 -0.8069 2.33 0.45 -0.08
C 1.7447 -3.7122 0.5282 1.42 -0.37 1.08
P 3.2307 -2.4953 0.8129 -1.84 -1.68 -1.73
C 3.8340 -2.8167 2.4548 1.32 -0.31 1.08
C 4.6341 -1.8340 3.4111 -1.58 0.43 -0.43
C 3.7152 -0.8325 4.1284 0.36 0.12 1.44
C 4.2729 -0.4091 5.5057 0.41 -0.30 -0.28
C 2.6114 -0.8601 0.4410 -0.25 0.13 -0.99
C 2.9310 -0.2867 -0.9993 1.11 0.60 1.05
C 2.3379 1.1257 -1.3366 0.29 -2.00 2.07
C 2.7468 1.6995 -2.6459 -0.32 -0.08 -0.47
C 4.6014 -2.9833 -0.3519 -0.95 1.17 0.72
C 5.8669 -2.1113 -0.2452 0.95 -0.27 -0.25
C 6.8204 -2.1971 -1.5088 0.36 0.50 0.50
C 7.5104 -3.4965 -1.8992 -1.62 -0.91 -0.42
H 2.2527 -6.2283 -0.5760 0.35 -0.12 0.19
H 3.7058 -5.3695 -1.2304 0.15 -0.77 0.16
H 2.7673 -6.5940 -2.1857 0.22 0.35 -0.18
H 1.0546 -4.9492 -2.5201 0.12 -0.43 -0.38
H 2.3354 -3.8634 -2.5237 0.67 -0.14 0.17
H -0.0124 -4.1526 -0.6457 0.23 -0.35 -0.05
H 0.9394 -2.7856 -1.1887 -0.41 0.11 -0.19
H 2.2524 -4.6547 0.7333 0.11 -0.34 -0.16
H 1.0552 -3.6734 1.3715 0.14 1.01 0.15
H 4.5831 -3.5890 2.2805 0.07 -0.34 -0.41
H 3.0321 -3.3810 2.9310 -0.19 0.54 0.48
H 5.3721 -1.2404 2.8716 0.22 -0.38 -0.23
H 5.1592 -2.4440 4.1461 -0.02 -0.14 -0.14
H 2.7269 -1.2565 4.3063 -0.15 0.26 -0.67
H 3.7002 0.1104 3.5817 -0.67 -0.19 -0.42
H 4.4858 -1.2687 6.1412 0.16 -0.15 -0.04
H 3.6114 0.2212 6.1001 -0.19 0.17 -0.32
H 5.2001 0.1383 5.3360 0.14 0.02 0.33
H 3.0428 -0.4395 1.3493 -0.13 1.51 -0.38
H 1.5331 -0.9215 0.5876 0.03 -0.05 0.33
H 2.6866 -0.9852 -1.7996 -0.39 -0.24 0.15
H 4.0191 -0.2286 -1.0260 0.11 0.25 -0.33
H 2.6319 1.8088 -0.5397 -0.09 -0.07 0.26
H 1.2668 0.9419 -1.2527 -0.32 0.57 -0.12
H 3.7399 1.3907 -2.9724 0.08 0.14 0.15
H 2.7050 2.7807 -2.5139 0.09 0.02 -0.68
H 2.0316 1.3408 -3.3861 0.09 0.36 -0.43
H 4.1377 -2.8284 -1.3260 0.13 -0.54 -0.25
H 4.7198 -4.0317 -0.0782 0.40 -0.03 -0.52
H 6.3698 -2.3248 0.6980 0.38 -0.46 -0.11
H 5.6200 -1.0612 -0.0886 -0.26 0.12 -0.36
H 7.6777 -1.5266 -1.4495 -0.33 0.65 0.70
H 6.2691 -1.7942 -2.3584 -0.29 -0.22 -0.12
H 7.8242 -3.4575 -2.9424 0.67 0.41 0.20
H 6.7488 -4.2689 -2.0060 -0.06 -0.50 0.47
H 8.2941 -3.8499 -1.2291 -0.05 0.22 -0.11
C -0.1384 2.0653 8.2642 -0.49 -0.67 -0.65
C -1.3629 1.2142 7.7482 0.48 0.01 0.74
C -1.2447 0.7732 6.3081 0.85 -1.72 0.27
C -0.1334 -0.2974 6.0410 0.76 -0.03 -1.24
P -0.4575 -2.1608 6.0082 0.11 0.17 2.13
C 1.1351 -3.0967 6.0135 0.21 -0.56 -0.50
C 1.2051 -4.5950 6.5218 0.56 -0.01 0.90
C 2.6139 -4.9620 7.0774 1.04 0.86 0.33
C 3.8030 -4.7145 6.1124 -0.92 -0.95 -0.89
C -1.1842 -2.6511 7.6400 -1.98 -0.58 -2.00
C -0.3727 -2.5292 8.8876 1.44 0.53 -1.21
C -1.0875 -2.2224 10.1632 -0.27 0.64 1.77
C -1.8883 -3.3324 10.8419 1.15 -0.81 -0.81
C -1.5449 -2.6172 4.6251 -0.38 1.39 -1.07
C -3.0704 -2.4464 4.8248 -0.56 -1.54 -0.42
C -4.0306 -2.6311 3.5658 2.70 -1.13 0.00
C -3.7504 -1.5711 2.5419 -1.33 1.21 0.26
H -0.0009 1.8866 9.3306 -0.10 0.37 -0.04
H -0.1713 3.1288 8.0278 -0.47 0.03 0.25
H 0.7889 1.7490 7.7865 0.07 -0.36 -0.05
H -2.3170 1.7279 7.8667 0.11 0.23 0.22
H -1.4058 0.3324 8.3874 -0.15 -0.10 0.08
H -1.0744 1.6951 5.7520 0.08 -0.37 -0.70
H -2.0431 0.1512 5.9033 -1.15 1.14 0.22
H 0.8233 -0.0982 6.5238 -0.03 -0.25 0.37
H 0.0994 -0.1732 4.9834 0.35 -0.14 -0.39
H 1.8747 -2.5208 6.5699 -0.22 0.22 0.38
H 1.5081 -3.0158 4.9925 -0.09 -0.13 -0.28
H 0.9224 -5.3732 5.8130 -0.03 0.47 -0.58
H 0.5643 -4.8099 7.3770 -0.40 0.46 -0.07
H 2.6596 -5.9625 7.5074 -0.37 -0.52 -0.90
H 2.8365 -4.4687 8.0236 -0.32 0.92 0.00
H 4.6660 -5.3583 6.2823 0.03 0.27 0.47
H 4.1223 -3.6937 5.9023 -0.10 0.17 0.67
H 3.4432 -5.0561 5.1418 0.00 -0.15 -0.40
H -1.5302 -3.6562 7.3988 0.36 -0.66 0.25
H -2.1831 -2.2179 7.6909 0.01 0.81 0.22
H 0.3230 -1.7213 8.6610 0.11 0.57 0.41
H 0.3336 -3.3591 8.8618 -0.24 -0.40 0.83
H -1.6964 -1.3206 10.0986 -0.33 0.01 -0.69
H -0.3592 -1.8661 10.8917 0.40 -0.22 0.03
H -2.4358 -3.0366 11.7368 -0.25 0.11 -0.46
H -1.1660 -4.0849 11.1583 0.10 -0.09 0.29
H -2.4425 -3.8788 10.0787 -0.81 0.20 0.30
H -1.2794 -3.5434 4.1156 0.10 -0.29 0.57
H -1.1947 -1.8859 3.8966 0.44 0.13 -0.34
H -3.3049 -1.4704 5.2498 -0.05 -0.21 0.47
H -3.2670 -3.3091 5.4614 -0.85 0.54 0.69
H -5.0726 -2.8044 3.8349 0.12 0.49 0.18
H -3.7312 -3.5060 2.9889 0.06 -0.83 0.75
H -4.0587 -1.8949 1.5477 0.12 0.15 -0.06
H -2.7127 -1.2375 2.5441 0.01 -0.14 -0.12
H -4.3985 -0.7510 2.8511 0.23 0.67 -0.47
C 0.2348 4.3609 -3.8810 -0.08 0.28 -1.11
C -0.7163 3.6238 -3.0026 0.40 -0.39 -0.93
C -0.3100 3.7113 -1.5932 -0.64 -0.23 2.30
C -1.3979 3.0676 -0.6524 0.96 1.70 0.02
P -1.5166 4.0406 0.9553 -2.15 -1.15 -0.43
C 0.0372 4.0017 1.8639 0.03 -2.79 0.78
C 0.5920 2.4117 1.9754 -0.24 2.54 0.03
C 2.0441 2.4286 2.4243 -0.06 -0.02 -0.26
C 2.2663 3.0108 3.7967 0.57 0.60 0.38
C -1.9007 5.8314 0.7744 0.44 1.16 -0.95
C -3.1776 6.4622 0.1865 -0.75 -2.34 0.75
C -3.5480 5.8699 -1.1781 2.09 0.48 0.75
C -4.9026 6.2695 -1.5598 -0.78 -0.03 -0.55
C -2.9471 3.0748 1.7779 0.82 0.88 0.28
C -4.2845 2.9797 1.0142 0.51 -0.91 -0.34
C -5.2461 1.8803 1.5285 -1.11 1.64 1.34
C -5.6250 2.1144 3.0119 0.79 -0.02 -0.16
H -0.1050 4.0848 -4.8792 0.44 0.51 -0.44
H 1.2603 4.0105 -3.7637 0.00 0.15 0.03
H 0.1653 5.4431 -3.7708 0.20 -0.01 0.00
H -0.7005 2.6152 -3.4156 -0.19 -0.34 0.50
H -1.7235 4.0132 -3.1510 -0.15 0.02 0.14
H -0.1270 4.7585 -1.3522 -0.54 0.39 0.06
H 0.6674 3.3183 -1.3133 0.04 -0.62 -0.52
H -1.2189 1.9980 -0.5422 0.14 0.09 0.62
H -2.3835 3.1267 -1.1142 0.06 0.21 0.05
H -0.1392 4.3281 2.8888 -0.25 0.11 0.03
H 0.7505 4.7221 1.4637 0.13 -0.32 -0.40
H 0.3893 1.9040 1.0324 0.39 0.00 -0.06
H 0.0914 1.8487 2.7631 -0.65 0.30 -0.04
H 2.6781 3.0462 1.7881 0.05 -0.48 -0.62
H 2.3486 1.3822 2.4465 0.30 0.05 -0.26
H 2.3652 4.0963 3.7893 -0.71 0.25 -0.14
H 3.2873 2.7847 4.1044 -0.14 -0.63 0.39
H 1.5230 2.7095 4.5348 0.18 -0.11 0.14
H -1.1517 6.2527 0.1039 0.80 -0.39 0.09
H -1.7200 6.3339 1.7246 0.24 -0.46 0.35
H -3.1234 7.5491 0.1248 0.36 -0.10 0.08
H -3.9390 6.2203 0.9281 -0.56 0.25 -0.14
H -3.4061 4.7920 -1.2562 -0.14 -0.07 0.38
H -2.7758 6.2867 -1.8246 -0.05 0.05 -0.60
H -5.0158 7.3347 -1.3581 -0.40 -0.03 -0.27
H -5.5969 5.6895 -0.9520 -0.36 0.23 -0.12
H -5.0405 6.0301 -2.6143 -0.49 0.28 0.02
H -3.2223 3.5956 2.6950 0.44 0.06 0.27
H -2.5145 2.1236 2.0880 0.01 -0.22 -0.21
H -4.1645 2.7833 -0.0512 0.18 0.29 -0.10
H -4.7260 3.9652 1.1621 -0.44 -0.14 -0.33
H -5.0718 0.8279 1.3048 0.61 0.27 -0.16
H -6.2202 2.1503 1.1207 0.09 -0.34 -0.91
H -6.4360 1.4329 3.2684 0.09 0.21 0.33
H -5.9231 3.1559 3.1323 -0.52 -0.01 -0.11
H -4.7996 2.0479 3.7206 0.11 -0.62 0.06
C 3.0320 2.6146 -7.7344 0.38 -2.35 0.55
C 2.7954 1.7165 -6.4248 -1.11 1.47 -0.36
C 1.4723 0.9188 -6.4999 -1.74 1.53 1.34
C 0.2752 1.7543 -7.0739 0.37 -1.30 -2.34
P -1.2846 0.7890 -7.2768 -0.79 -0.02 -0.45
C -2.1647 0.8455 -5.6712 0.63 -1.34 -0.89
C -1.6576 -0.1874 -4.5839 -1.35 1.03 -0.45
C -2.1797 0.2247 -3.1951 2.11 -0.47 1.30
C -1.3030 -0.5582 -2.1267 -1.05 0.61 -0.70
C -1.0761 -0.9377 -7.9090 -1.21 0.49 0.18
C -2.3853 -1.7551 -8.1883 0.81 -1.96 -0.33
C -2.1008 -2.8332 -9.3489 -1.11 1.41 0.77
C -3.0876 -4.0227 -9.3429 -0.11 1.36 -0.50
C -2.4712 1.5823 -8.4795 -0.50 -0.67 0.60
C -2.0306 1.8068 -9.8888 1.47 1.22 -1.77
C -2.9287 2.6992 -10.7603 -2.74 -0.33 1.29
C -4.4000 2.0855 -11.0221 1.94 0.96 0.00
H 4.0899 2.7541 -7.9565 -0.10 0.44 0.34
H 2.4526 3.5378 -7.7236 0.28 -0.05 0.21
H 2.6876 2.0048 -8.5697 -0.08 0.14 -0.31
H 2.6728 2.4633 -5.6404 -0.23 0.01 0.29
H 3.5542 1.0721 -5.9808 0.47 -0.03 -0.96
H 0.9905 0.8669 -5.5235 1.19 -1.11 0.88
H 1.4981 -0.0660 -6.9664 0.25 0.16 -0.08
H 0.6397 1.9590 -8.0806 -0.69 0.56 -0.37
H -0.0218 2.6928 -6.6057 0.41 -0.07 0.31
H -3.1901 0.6194 -5.9637 -0.22 0.14 0.31
H -2.0817 1.9135 -5.4701 -0.13 -0.03 0.80
H -0.5785 -0.3281 -4.6456 0.09 0.39 0.39
H -2.0621 -1.1812 -4.7758 -0.13 0.02 -0.46
H -3.2400 0.0449 -3.0177 0.03 -0.07 -0.36
H -1.9649 1.2781 -3.0154 -0.36 0.02 -0.19
H -1.4166 -0.1938 -1.1057 -0.30 0.02 0.03
H -0.2535 -0.4094 -2.3808 0.08 -0.35 -0.07
H -1.6087 -1.6043 -2.1480 0.43 -0.10 0.08
H -0.4325 -1.4948 -7.2282 0.27 0.05 -0.34
H -0.6507 -0.7525 -8.8954 0.63 -0.24 0.04
H -3.2613 -1.1674 -8.4628 0.20 0.06 -0.05
H -2.6950 -2.4729 -7.4288 0.18 0.85 1.03
H -1.0874 -3.2342 -9.3662 0.14 0.52 0.20
H -2.3070 -2.1706 -10.1894 0.52 -0.74 -0.83
H -3.3849 -4.4047 -8.3662 0.75 -0.31 0.12
H -2.6429 -4.7456 -10.0269 -0.53 -0.40 0.31
H -4.0398 -3.6578 -9.7277 -0.04 -0.22 -0.42
H -2.9137 2.4966 -8.0841 0.37 0.24 0.34
H -3.3216 0.9006 -8.4888 -0.07 -0.27 0.23
H -1.7155 0.9329 -10.4589 0.04 -0.31 0.36
H -1.2165 2.5316 -9.8783 0.99 -0.63 0.33
H -2.4283 3.1412 -11.6219 -0.01 -0.74 -0.23
H -3.0173 3.5507 -10.0856 -0.60 0.50 -0.15
H -5.0790 2.8231 -11.4497 0.20 -0.04 -0.19
H -4.8513 1.7908 -10.0747 0.11 -0.23 0.00
H -4.2862 1.2379 -11.6979 -0.30 -0.05 0.09

36
Properties=species:S:1:pos:R:3:forces:R:3 method="wB97M-V/def2-TZVPD" smiles="O=S(=O)(PBr)C(F)(F)C(F)(F)C(F)(F)F.O=C1OC[C@@H](F)O1.O=C1OC[C@@H](F)O1" homo_ev=-10.29 lumo_ev=-0.374 fmax_ev_per_a=1.1 molar_mass_g_mol=557.07 gap_ev=9.9 multiplicity=1
O 0.4320 1.5968 -0.6043 0.62 -0.53 -0.06
S -0.5337 0.6200 -0.1999 -0.43 1.03 -0.17
O -1.8738 1.1132 -0.0244 -0.34 -0.68 0.17
P -0.0280 -0.1810 1.7400 0.34 0.42 0.89
Br 2.0871 -0.8026 1.6054 -0.52 -0.05 -0.19
C -0.7115 -0.6493 -1.5624 0.23 0.32 -0.03
F -1.7215 -1.4588 -1.2302 -0.03 -0.20 0.16
F -1.0852 0.0733 -2.6241 0.01 0.09 -0.09
C 0.5710 -1.4576 -1.9283 -0.38 -0.29 -0.55
F 0.6466 -1.5275 -3.2697 -0.02 0.02 -0.07
F 1.6712 -0.8486 -1.4842 0.03 0.06 0.16
C 0.5594 -2.9261 -1.4401 0.56 -0.33 -0.37
F -0.4489 -3.6029 -1.9994 0.37 0.18 0.36
F 0.4882 -2.9955 -0.1103 -0.24 -0.11 -0.19
F 1.7179 -3.4846 -1.8346 -0.49 0.09 0.26
H -0.7261 -1.4131 1.7238 0.18 -0.02 -0.51
O 1.5482 -0.2376 5.1054 -0.28 -0.05 -0.07
C 2.7192 -0.3001 5.2465 0.06 -0.13 -0.01
O 3.3587 -0.2936 6.4384 0.17 0.01 -0.09
C 4.7509 -0.5316 6.1987 0.06 0.06 0.25
C 4.8987 -0.0949 4.7596 -0.03 -0.29 -0.12
F 5.8334 -0.8211 4.0990 -0.09 0.03 -0.01
O 3.6182 -0.3837 4.2224 0.27 0.34 0.36
H 4.9655 -1.5943 6.3169 0.03 -0.02 -0.14
H 5.3655 0.0401 6.8882 -0.17 0.09 0.06
H 5.1130 0.9666 4.6269 0.10 -0.03 -0.08
O -6.9987 2.1513 -4.2832 -0.28 -0.04 -0.06
C -5.8251 2.1131 -4.1720 0.14 -0.12 0.09
O -5.1530 2.1934 -2.9980 0.16 0.01 -0.14
C -3.7638 1.9637 -3.2635 0.08 0.10 0.32
C -3.6617 2.3259 -4.7256 -0.05 -0.30 -0.11
F -2.7286 1.5829 -5.3730 -0.09 0.02 0.00
O -4.9483 1.9897 -5.2128 0.08 0.31 0.10
H -3.5286 0.9135 -3.0917 0.03 -0.03 -0.14
H -3.1394 2.5786 -2.6207 -0.17 0.06 0.08
H -3.4691 3.3825 -4.9189 0.11 -0.03 -0.08

12
Properties=species:S:1:pos:R:3:forces:R:3 method="wB97M-V/def2-TZVPD" homo_ev=-9.87 lumo_ev=0.852 fmax_ev_per_a=1.1 molar_mass_g_mol=82.11 e_above_lowest_kj_mol=165.7 gap_ev=10.7 multiplicity=1
N 3.1827 -0.0544 -0.1645 -1.12 -0.04 0.16
C 2.0516 -0.1434 0.0622 0.90 0.07 -0.21
C 0.6291 -0.2724 0.3857 0.18 0.01 0.15
C -0.3462 0.9073 0.2177 0.02 0.16 0.03
C -1.3475 -0.2056 -0.1366 -0.29 0.06 -0.04
N -0.2179 -1.1092 -0.5153 0.09 -0.05 -0.13
H 0.5522 -0.6837 1.3991 0.06 0.02 -0.13
H -0.5204 1.5716 1.0686 0.00 -0.10 -0.14
H -0.0903 1.4766 -0.6839 -0.02 -0.01 0.25
H -2.0910 -0.0333 -0.9181 0.13 0.02 0.12
H -1.8406 -0.6167 0.7524 0.04 0.10 -0.17
H 0.0384 -0.8368 -1.4673 0.02 -0.24 0.12

9
Properties=species:S:1:pos:R:3:forces:R:3 method="wB97M-V/def2-TZVPD" homo_ev="-8.80 / -8.80" lumo_ev="-0.802 / -0.802" fmax_ev_per_a=3.4 molar_mass_g_mol=96.11 e_above_lowest_kj_mol=643.2 gap_ev="8.0 / 8.0" multiplicity=1
C -0.1722 -0.4854 0.8128 0.17 -1.85 -1.21
O 1.8982 0.5081 -0.9283 -2.84 0.19 1.77
O -1.9103 0.4791 -0.9811 -0.49 -0.98 -0.35
O -0.9457 1.4088 -0.7352 0.67 0.79 0.32
S 0.3154 1.0495 0.0875 2.08 -0.08 -1.05
H 0.4756 -0.7387 1.6566 0.05 0.17 -0.32
H -0.1814 -1.2951 0.0046 0.32 1.05 1.01
H -1.2214 -0.4801 1.0888 -0.17 0.67 0.12
H 1.7418 -0.4462 -1.0057 0.23 0.03 -0.29